# 1
80
Properties=species:S:1:pos:R:3 method="wB97M-V/def2-TZVPD" lumo_ev=4.48 relative_energy_kj_mol=10.7 total_charge=-2 gap_ev=6.360 e_tot_ha=-2699.169004
Pb -0.667 -0.105 1.009
O 2.630 2.646 2.343
C 1.856 1.709 2.092
N 0.554 1.740 1.818
C -0.191 2.929 1.915
C 0.330 4.195 1.654
C -0.466 5.329 1.751
C -1.795 5.211 2.121
C -2.335 3.958 2.384
C -1.559 2.802 2.273
N -2.053 1.494 2.423
C -3.139 1.249 3.143
O -3.865 2.025 3.795
C -3.564 -0.219 3.184
C -4.826 -0.526 3.695
C -5.233 -1.846 3.731
C -4.376 -2.832 3.259
C -3.141 -2.439 2.771
N -2.744 -1.169 2.741
C 2.451 0.308 2.148
C 3.832 0.165 2.180
C 4.368 -1.108 2.271
C 3.515 -2.198 2.317
C 2.151 -1.966 2.271
N 1.633 -0.743 2.209
H 1.370 4.274 1.379
H -0.038 6.304 1.538
H -2.423 6.092 2.204
H -3.366 3.857 2.684
H -5.440 0.290 4.047
H -6.211 -2.109 4.118
H -4.655 -3.878 3.262
H -2.438 -3.165 2.371
H 4.438 1.059 2.135
H 5.443 -1.251 2.277
H 3.887 -3.213 2.339
H 1.448 -2.789 2.237
C -3.355 2.867 -1.166
C -2.616 1.546 -1.103
O -1.451 1.567 -0.654
C -3.324 0.372 -1.454
C -2.762 -0.907 -1.478
C -3.605 -2.096 -1.090
N -1.531 -1.197 -1.834
N -0.728 -0.404 -2.662
C 0.433 -0.078 -2.135
O 0.844 -0.201 -0.951
C 1.411 0.514 -3.124
C 2.530 1.179 -2.631
C 3.480 1.698 -3.500
C 3.326 1.548 -4.873
C 2.212 0.881 -5.369
C 1.260 0.367 -4.499
H -3.657 3.142 -0.154
H -2.665 3.635 -1.514
H -4.234 2.826 -1.812
H -4.407 0.436 -1.476
H -4.441 -2.187 -1.790
H -3.021 -3.017 -1.110
H -4.023 -1.954 -0.092
H 2.634 1.269 -1.557
H 4.345 2.217 -3.104
H 4.071 1.946 -5.553
H 2.090 0.753 -6.439
H 0.390 -0.163 -4.863
C 5.213 -2.123 -1.023
C 4.343 -2.531 -2.205
C 2.988 -3.009 -1.777
N 2.581 -3.015 -0.559
N 1.280 -3.387 -0.371
C 0.640 -3.671 -1.501
N -0.642 -3.958 -1.623
S 1.759 -3.514 -2.902
H 6.185 -1.763 -1.369
H 5.367 -2.962 -0.342
H 4.725 -1.333 -0.452
H 4.840 -3.306 -2.800
H 4.210 -1.672 -2.872
H -1.238 -2.184 -1.717
H -0.837 -4.211 -2.587

=====

# 2
76
Properties=species:S:1:pos:R:3 method="wB97M-V/def2-TZVPD" lumo_ev=0.11 relative_energy_kj_mol=0.0 gap_ev=7.268 e_tot_ha=-4391.921190
Rb 0.683 0.206 -0.650
C 3.358 -0.031 1.535
N 3.476 -0.493 0.154
C 3.826 -1.892 0.025
C 3.523 -2.443 -1.349
C 4.401 -3.333 -1.959
C 4.070 -3.866 -3.195
C 2.874 -3.491 -3.784
C 2.065 -2.594 -3.102
N 2.377 -2.075 -1.920
C 4.343 0.376 -0.651
C 3.680 0.930 -1.894
C 4.027 0.509 -3.171
C 3.366 1.064 -4.257
C 2.388 2.019 -4.031
C 2.113 2.385 -2.719
N 2.744 1.851 -1.678
C 2.429 -0.876 2.376
C 2.892 -1.547 3.502
C 2.004 -2.295 4.259
C 0.677 -2.350 3.870
C 0.300 -1.640 2.739
N 1.144 -0.915 2.017
H 2.962 0.987 1.501
H 4.340 0.012 2.034
H 3.241 -2.467 0.748
H 4.889 -2.077 0.253
H 5.328 -3.601 -1.468
H 4.735 -4.563 -3.689
H 2.568 -3.882 -4.744
H 1.119 -2.274 -3.527
H 5.257 -0.163 -0.931
H 4.647 1.232 -0.045
H 4.791 -0.245 -3.308
H 3.613 0.754 -5.264
H 1.851 2.480 -4.848
H 1.364 3.136 -2.481
H 3.937 -1.481 3.776
H 2.345 -2.826 5.138
H -0.053 -2.922 4.425
H -0.732 -1.645 2.402
O 0.091 4.277 -0.572
C -1.179 4.669 -0.337
C -1.560 5.989 -0.581
C -2.856 6.398 -0.319
C -3.786 5.508 0.199
C -3.406 4.196 0.439
C -2.119 3.758 0.171
C -1.699 2.308 0.377
O -0.386 2.156 0.613
N -2.121 1.606 -0.926
N -2.118 0.253 -1.005
C -2.718 -0.423 -0.099
C -2.679 -1.876 -0.103
Br -1.245 -2.668 -1.103
C -3.492 -2.697 0.566
C -4.611 -2.272 1.432
C -5.882 -2.803 1.218
C -6.948 -2.433 2.022
C -6.757 -1.533 3.060
C -5.493 -1.011 3.294
C -4.427 -1.380 2.489
H 0.146 3.383 -0.055
H -0.818 6.678 -0.965
H -3.140 7.426 -0.512
H -4.796 5.832 0.414
H -4.127 3.486 0.832
H -2.338 1.855 1.155
H -1.526 1.970 -1.665
H -3.291 0.051 0.693
H -3.347 -3.766 0.458
H -6.035 -3.503 0.406
H -7.931 -2.846 1.835
H -7.590 -1.243 3.688
H -5.335 -0.315 4.109
H -3.439 -0.981 2.686

=====

# 3
78
Properties=species:S:1:pos:R:3 method="wB97M-V/def2-TZVPD" lumo_ev="-0.55 / -0.02" multiplicity=2 relative_energy_kj_mol=139.3 gap_ev="7.660 / 8.198" e_tot_ha=-3655.722542
V 0.508 -1.175 1.143
C 3.429 -3.124 -1.225
C 2.969 -2.497 0.055
O 1.666 -2.434 0.197
C 3.858 -2.046 0.988
C 3.416 -1.638 2.270
C 4.387 -1.578 3.409
N 2.148 -1.405 2.451
N 1.754 -1.333 3.779
C 0.487 -1.539 3.829
O -0.213 -1.766 2.724
C -0.244 -1.499 5.112
C -1.609 -1.758 5.141
C -2.298 -1.708 6.345
C -1.627 -1.400 7.518
C -0.262 -1.138 7.489
C 0.430 -1.186 6.292
H 3.002 -4.123 -1.330
H 4.514 -3.196 -1.259
H 3.087 -2.528 -2.074
H 4.917 -2.150 0.806
H 5.408 -1.594 3.033
H 4.243 -2.434 4.070
H 4.216 -0.684 4.004
H -2.125 -1.990 4.219
H -3.362 -1.906 6.363
H -2.167 -1.359 8.455
H 0.262 -0.891 8.403
H 1.489 -0.976 6.254
N -0.726 -2.357 0.039
C -2.161 -2.359 0.024
C -2.459 -0.988 0.498
O -3.595 -0.548 0.595
N -1.309 -0.366 0.840
C -1.546 0.824 1.598
C -0.188 1.467 1.794
O 0.003 2.584 2.186
O 0.819 0.596 1.545
H -0.350 -1.981 -0.825
H -0.285 -3.249 0.205
H -2.529 -3.057 0.777
H -2.637 -2.587 -0.931
H -1.970 0.584 2.581
H -2.215 1.541 1.118
Cl 2.611 0.589 -1.216
C 2.348 1.263 -2.800
C 3.415 1.287 -3.686
C 3.229 1.828 -4.948
C 1.988 2.339 -5.308
C 0.940 2.300 -4.404
C 1.096 1.761 -3.126
P -0.285 1.633 -1.908
C -1.211 3.174 -2.226
C -2.137 3.359 -3.250
C -2.775 4.581 -3.408
C -2.491 5.631 -2.546
C -1.578 5.454 -1.516
C -0.948 4.229 -1.350
C -1.322 0.367 -2.733
C -0.831 -0.540 -3.675
C -1.655 -1.535 -4.191
C -2.975 -1.636 -3.776
C -3.466 -0.747 -2.828
C -2.643 0.237 -2.303
H 4.374 0.890 -3.383
H 4.056 1.855 -5.646
H 1.840 2.768 -6.290
H -0.023 2.705 -4.687
H -2.374 2.542 -3.920
H -3.498 4.712 -4.203
H -2.989 6.584 -2.671
H -1.366 6.264 -0.830
H -0.258 4.084 -0.524
H 0.191 -0.468 -4.024
H -1.263 -2.226 -4.928
H -3.618 -2.406 -4.184
H -4.485 -0.829 -2.474
H -3.034 0.903 -1.544

=====

# 4
78
Properties=species:S:1:pos:R:3 method="wB97M-V/def2-TZVPD" lumo_ev=-3.14 total_charge=+1 gap_ev=7.302 e_tot_ha=-2369.143479
Zr 0.777 0.311 0.314
C -3.772 1.189 1.529
C -2.294 1.316 1.357
N -1.509 0.341 1.082
N -2.110 -0.919 1.009
C -1.175 -1.822 1.012
O 0.092 -1.550 1.087
C -1.542 -3.248 0.825
C -2.870 -3.614 0.605
C -3.192 -4.941 0.375
C -2.192 -5.907 0.364
C -0.872 -5.545 0.587
C -0.543 -4.216 0.817
C -1.657 2.640 1.589
C -2.421 3.784 1.772
C -1.777 4.970 2.097
C -0.404 4.962 2.243
C 0.283 3.776 2.018
N -0.323 2.643 1.678
H -4.094 0.159 1.444
H -4.278 1.793 0.771
H -4.073 1.587 2.500
H -3.639 -2.854 0.623
H -4.224 -5.225 0.211
H -2.446 -6.944 0.189
H -0.095 -6.298 0.588
H 0.483 -3.925 0.995
H -3.495 3.751 1.671
H -2.346 5.878 2.248
H 0.144 5.851 2.523
H 1.362 3.728 2.090
O 3.824 -2.342 1.485
C 3.096 -1.368 1.372
N 2.590 -0.857 0.230
C 2.977 -1.631 -0.932
C 2.805 -0.813 -2.165
C 3.486 -1.119 -3.339
C 3.253 -0.365 -4.469
C 2.338 0.674 -4.393
C 1.707 0.915 -3.189
N 1.934 0.194 -2.083
C 2.676 -0.624 2.610
C 3.297 -0.896 3.815
C 2.855 -0.242 4.951
C 1.789 0.636 4.842
C 1.220 0.848 3.602
N 1.666 0.249 2.491
H 2.365 -2.543 -1.016
H 4.003 -1.988 -0.831
H 4.193 -1.939 -3.340
H 3.775 -0.578 -5.393
H 2.116 1.300 -5.246
H 0.992 1.720 -3.116
H 4.096 -1.623 3.819
H 3.325 -0.425 5.908
H 1.389 1.152 5.703
H 0.376 1.508 3.484
S 2.430 2.410 0.056
C 1.099 2.950 -0.916
C 1.010 4.172 -1.604
C -0.121 4.445 -2.335
C -1.174 3.522 -2.389
C -1.029 2.345 -1.695
N 0.080 2.076 -0.995
H 1.831 4.873 -1.545
H -0.195 5.382 -2.873
H -2.075 3.716 -2.952
H -1.791 1.576 -1.684
C -2.549 -1.304 -2.251
C -1.081 -1.509 -2.082
C -0.426 -2.669 -2.757
O -0.417 -0.767 -1.371
H -3.063 -2.263 -2.159
H -2.734 -0.947 -3.268
H -2.934 -0.604 -1.515
H -0.978 -3.000 -3.634
H -0.424 -3.490 -2.030
H 0.604 -2.426 -3.010

=====

# 5
84
Properties=species:S:1:pos:R:3 method="wB97M-V/def2-TZVPD" lumo_ev="-0.94 / -1.86" multiplicity=6 relative_energy_kj_mol=75.9 gap_ev="5.405 / 6.577" e_tot_ha=-5374.232873
Ru 0.237 0.522 0.380
O 2.341 -2.510 2.838
C 1.572 -1.621 2.209
O 1.507 -1.559 0.996
C 0.827 -0.709 3.099
C 0.876 -0.827 4.453
C 0.154 0.106 5.252
C -0.577 1.071 4.623
C -0.624 1.148 3.221
N 0.115 0.256 2.452
C -1.334 2.116 2.464
O -2.169 2.998 3.056
O -1.197 2.214 1.236
H 2.923 -2.942 2.192
H 1.460 -1.618 4.896
H 0.198 0.058 6.330
H -1.107 1.802 5.224
H -2.308 2.763 3.980
C -3.830 -4.105 -4.447
C -3.735 -2.574 -4.532
C -2.965 -2.207 -5.801
C -5.147 -1.982 -4.634
C -3.052 -2.040 -3.276
C -1.842 -1.368 -3.295
C -1.329 -0.922 -2.094
Br 0.369 -0.050 -2.092
C -1.928 -1.061 -0.851
O -1.397 -0.530 0.259
C -3.132 -1.787 -0.815
C -3.641 -2.237 -2.027
C -3.935 -2.125 0.460
C -5.340 -1.514 0.338
C -4.048 -3.654 0.568
C -3.334 -1.623 1.781
H -4.297 -4.506 -5.350
H -4.428 -4.422 -3.590
H -2.836 -4.549 -4.348
H -3.500 -2.588 -6.672
H -1.965 -2.647 -5.808
H -2.868 -1.124 -5.914
H -5.639 -2.337 -5.544
H -5.109 -0.891 -4.668
H -5.767 -2.272 -3.784
H -1.297 -1.183 -4.212
H -4.574 -2.788 -1.998
H -5.876 -1.883 -0.539
H -5.279 -0.425 0.265
H -5.930 -1.765 1.223
H -4.533 -4.096 -0.305
H -4.639 -3.918 1.449
H -3.059 -4.106 0.671
H -3.257 -0.538 1.811
H -2.342 -2.036 1.963
H -3.993 -1.945 2.592
O 2.850 1.710 -1.293
C 3.042 1.339 -0.141
O 2.169 1.147 0.785
C 4.462 1.044 0.263
C 5.497 1.714 -0.371
C 6.796 1.388 -0.044
C 7.110 0.390 0.857
C 6.053 -0.267 1.449
C 4.739 0.056 1.191
N 6.346 -1.386 2.377
O 5.411 -2.098 2.696
O 7.497 -1.548 2.718
N 7.906 2.123 -0.702
O 9.035 1.742 -0.481
O 7.607 3.059 -1.410
H 5.289 2.473 -1.110
H 8.134 0.131 1.077
H 3.930 -0.459 1.688
S 0.451 3.074 -1.124
C 1.262 4.345 -0.249
C 2.303 5.045 -0.871
C 2.964 6.051 -0.187
C 2.574 6.394 1.103
C 1.529 5.713 1.715
C 0.882 4.679 1.054
H 2.591 4.776 -1.879
H 3.776 6.582 -0.669
H 3.083 7.191 1.631
H 1.218 5.985 2.716
H 0.075 4.138 1.525

=====

# 6
90
Properties=species:S:1:pos:R:3 method="wB97M-V/def2-TZVPD" lumo_ev=2.94 relative_energy_kj_mol=116.1 total_charge=-2 gap_ev=5.251 e_tot_ha=-4247.253776
Rb -0.070 0.319 -0.023
O -0.441 3.499 2.368
C 0.442 3.135 1.424
O 1.493 2.606 1.667
C -0.044 3.499 0.033
O 0.725 2.807 -0.902
C 0.305 2.967 -2.256
C 0.852 1.813 -3.138
O 1.322 2.156 -4.235
O 0.710 0.663 -2.665
H -0.220 2.961 3.146
H 0.049 4.593 -0.073
H -1.107 3.242 -0.037
H 0.658 3.933 -2.633
H -0.793 2.935 -2.303
I -2.551 -7.774 -0.148
C -2.295 -5.702 -0.137
C -3.372 -4.866 0.115
C -3.185 -3.501 0.114
I -4.775 -2.234 0.568
C -1.924 -2.877 -0.131
O -1.758 -1.631 -0.147
C -0.837 -3.794 -0.359
C 0.526 -3.221 -0.631
N 0.717 -2.851 -2.035
C 2.071 -2.823 -2.523
C 2.951 -1.639 -2.147
C 4.040 -1.284 -2.946
C 4.763 -0.145 -2.645
C 4.378 0.622 -1.551
C 3.297 0.181 -0.810
N 2.611 -0.929 -1.081
C -1.034 -5.156 -0.364
H -4.353 -5.276 0.317
H 1.281 -3.976 -0.380
H 0.705 -2.362 0.029
H 0.256 -1.969 -2.241
H 2.048 -2.851 -3.619
H 2.570 -3.754 -2.214
H 4.269 -1.869 -3.829
H 5.593 0.158 -3.269
H 4.869 1.552 -1.304
H 2.939 0.758 0.035
H -0.189 -5.809 -0.555
Cl -6.283 -0.057 4.406
C -4.652 0.096 3.778
C -3.640 -0.617 4.354
C -2.330 -0.516 3.886
I -0.840 -1.615 4.824
C -1.946 0.323 2.822
O -0.768 0.477 2.427
C -3.073 1.023 2.172
N -2.780 1.738 1.062
C -3.733 2.396 0.456
C -5.071 2.399 0.887
C -5.400 1.660 1.986
C -4.398 0.930 2.662
H -3.858 -1.271 5.189
H -3.458 2.945 -0.442
H -5.818 2.960 0.340
H -6.419 1.609 2.343
C 6.262 -5.071 -1.608
C 5.876 -3.789 -0.894
S 7.310 -2.847 -0.422
O 8.071 -3.619 0.534
O 7.950 -2.382 -1.627
C 6.628 -1.433 0.407
C 6.197 -1.698 1.842
N 5.177 -0.743 2.254
C 3.842 -1.004 2.197
N 3.113 0.030 2.554
C 3.976 1.015 2.893
C 5.259 0.569 2.700
N 6.476 1.274 2.874
O 6.407 2.422 3.267
O 7.514 0.747 2.489
C 3.259 -2.314 1.808
H 5.356 -5.621 -1.860
H 6.887 -5.700 -0.976
H 6.797 -4.853 -2.531
H 5.308 -3.994 0.014
H 5.279 -3.134 -1.531
H 5.778 -1.104 -0.197
H 7.388 -0.654 0.360
H 7.042 -1.665 2.521
H 5.730 -2.679 1.937
H 3.649 1.994 3.193
H 3.487 -3.084 2.549
H 3.604 -2.643 0.828
H 2.181 -2.194 1.750